{"formula": "C12H28N4O8SZn", "method": "ωB97M-V with the def2-TZVPD basis set", "elements": ["Zn", "S", "O", "O", "O", "O", "C", "C", "O", "N", "C", "H", "H", "H", "H", "H", "H", "H", "C", "C", "O", "N", "C", "H", "H", "H", "H", "H", "H", "H", "C", "C", "O", "N", "C", "H", "H", "H", "H", "H", "H", "H", "C", "C", "O", "N", "C", "H", "H", "H", "H", "H", "H", "H"], "positions_angstrom": [[-0.1301, -0.5255, -0.4294], [-0.6348, -2.1524, -2.4557], [-0.4866, -2.3952, -0.9846], [-0.2131, -0.7465, -2.5011], [0.2523, -3.0486, -3.1464], [-1.9916, -2.2087, -2.8359], [3.2888, -1.7829, -1.9254], [3.0784, -0.6114, -0.9165], [1.9344, -0.5948, -0.4377], [4.0989, 0.2699, -0.7215], [3.9629, 1.3251, 0.2231], [2.8058, -2.7160, -1.6356], [4.3496, -2.0268, -1.9843], [2.8984, -1.6164, -2.9294], [4.9939, 0.2564, -1.1893], [3.5742, 2.2594, -0.1820], [4.7738, 1.6131, 0.8921], [3.1918, 1.1406, 0.9711], [0.0892, 3.7785, 0.4657], [0.2467, 2.7056, -0.6372], [0.3113, 1.4485, -0.3927], [0.4543, 3.1761, -1.7940], [0.3701, 2.2751, -3.0190], [1.0573, 4.2784, 0.4331], [0.1344, 3.4301, 1.4975], [-0.7201, 4.5079, 0.5008], [0.5680, 4.1639, -1.9714], [1.2877, 1.7443, -3.2727], [0.1143, 2.8924, -3.8802], [-0.4336, 1.6161, -2.6907], [-3.4264, 0.6070, 1.8222], [-3.1605, 0.0149, 0.4242], [-2.0907, 0.1005, -0.0657], [-4.3043, -0.3855, -0.1986], [-4.3677, -0.4416, -1.6059], [-4.4438, 0.4969, 2.1977], [-2.9657, 1.5738, 2.0247], [-2.8639, -0.1295, 2.3962], [-5.1766, -0.1970, 0.2743], [-4.3267, -1.4653, -1.9780], [-3.5241, 0.0861, -2.0508], [-5.2149, 0.1260, -1.9910], [1.7483, -0.8621, 3.1843], [0.4390, -1.3103, 2.6105], [0.0607, -0.9584, 1.5051], [-0.2408, -2.2207, 3.3755], [-1.2613, -3.0460, 2.8055], [2.4897, -1.0766, 2.4145], [2.0226, -1.3121, 4.1384], [1.8896, 0.2177, 3.2301], [0.1702, -2.4042, 4.2796], [-1.3442, -3.9465, 3.4140], [-1.0760, -3.2768, 1.7565], [-2.2593, -2.6466, 2.9862]], "atomic_forces_ev_per_a": [[-0.17, -0.48, -1.17], [1.17, -1.12, 0.69], [-0.21, -1.06, 2.29], [1.38, 3.25, -0.85], [0.66, -0.38, -0.90], [-3.14, -0.68, -1.08], [1.22, 0.27, 0.48], [-1.66, -2.63, -2.29], [2.88, 1.30, 0.82], [-0.29, 0.06, 0.88], [-1.46, 1.67, 1.62], [-0.38, 0.42, 0.51], [0.23, 0.11, -0.28], [-0.10, 0.56, 0.14], [-0.51, -0.77, -0.29], [0.25, 0.14, -0.61], [0.84, -0.57, -0.70], [-0.31, -0.78, -0.24], [1.19, -0.44, 0.88], [-0.53, -3.10, 4.58], [-0.48, 3.82, -0.16], [0.86, 0.75, -5.17], [-0.35, 0.82, 1.26], [-0.07, 0.70, -0.25], [-0.28, -0.93, -0.24], [-0.05, -0.17, -0.96], [-0.23, -0.14, 0.38], [-0.08, -0.10, 0.55], [-0.26, 0.01, 0.21], [0.29, -0.54, -0.96], [0.72, -1.87, 0.35], [-4.49, 1.90, 1.79], [2.55, -0.14, -1.51], [0.43, 0.48, 1.22], [0.33, -0.20, -2.07], [-0.06, 0.40, -0.31], [-0.20, -0.06, -0.44], [0.24, 0.17, 0.69], [0.40, -0.10, 0.13], [-0.12, 0.16, -0.20], [0.35, -0.32, 0.17], [-0.42, -0.37, 0.20], [0.73, 0.60, -0.35], [-0.19, -0.64, 0.76], [-0.34, -0.16, 1.15], [1.29, 1.31, -0.65], [-1.08, -0.75, 0.86], [0.12, -0.61, 0.05], [-0.05, -0.01, -0.15], [-0.67, 0.15, 0.28], [-0.29, -0.27, -0.27], [0.51, -0.36, -0.29], [-0.06, 0.14, 0.06], [-0.09, 0.55, -0.60]], "lowdin_charge": [0.5863, 0.1866, -0.4083, -0.3999, -0.3452, -0.3292, 0.0237, -0.4146, -0.0052, 0.0385, -0.0971, 0.0888, 0.0624, 0.0891, 0.1464, 0.0792, 0.0862, 0.0726, 0.0158, -0.4871, -0.0331, 0.0459, 0.0184, 0.0757, 0.0755, 0.0811, 0.1481, 0.0906, 0.0841, 0.0725, 0.0265, -0.5058, 0.0686, 0.0234, -0.0815, 0.0733, 0.0858, 0.0658, 0.1309, 0.0871, 0.0891, 0.0879, 0.0201, -0.4675, 0.0302, 0.0205, -0.0571, 0.0873, 0.0808, 0.0865, 0.1329, 0.0867, 0.1023, 0.0783], "lumo_energy_ev": 0.06, "homo_ev": -6.95, "de_lowest_kcal_mol": 55.77, "orbital_gap_ev": 7.0148}